The following is a DFT calculation (ωB97M-V with the def2-TZVPD basis set) of a structure of composition C2H6I2N2 at a distorted geometry.

Frontier orbital gap = 7.1514 eV
Total energy = -21349.45839 eV
Charge = 0
LUMO = -1.34 eV
ΔE to the lowest compared entry with this formula, charge and spin = 7.2 kcal per mole

Last column: Löwdin charge in e.
Atoms and positions in Å:
C  -0.338652  0.389260  -1.138242  -0.17
C  -0.924632  -0.261421  1.084895  -0.10
N  -0.000941  -0.421263  0.001483  -0.53
N  1.217488  -0.770267  0.419658  -0.75
I  2.399801  -1.666283  -0.973855  0.73
I  2.295507  1.371908  0.895377  0.28
H  -1.146941  1.193922  -0.731794  0.13
H  0.562751  1.060210  -1.605317  0.09
H  -0.748615  -0.231473  -1.983812  0.09
H  -0.790388  -1.211347  1.722053  0.13
H  -0.643998  0.563192  1.661883  0.03
H  -1.881378  -0.016438  0.647672  0.08

Cartesian forces (eV/Å) of the 6 atoms listed first:
C 0.04 2.97 -1.60
C 0.42 -2.70 0.68
N 0.82 -0.78 -0.39
N -0.89 1.55 -0.10
I 0.07 -0.03 -0.42
I 0.09 -0.40 0.18


The following is a DFT calculation (ωB97M-V with the def2-TZVPD basis set) of the molecule C2H6I2NP at a distorted geometry.

Frontier orbital gap = 6.9809 eV
Total energy = -29149.44300 eV
Charge = 0
LUMO = -1.25 eV
ΔE to the lowest compared entry with this formula, charge and spin = 59.8 kcal per mole

Last column: Löwdin charge in e.
Atoms and positions in Å:
C  -1.069037  -0.745734  -0.915988  -0.16
C  -1.203885  0.242466  0.249448  -0.50
N  -0.203159  0.354288  1.238902  -0.31
P  1.616150  0.442369  0.789458  -0.08
I  2.634982  2.370510  -0.263419  0.32
I  2.523020  -1.548172  -0.267891  0.38
H  -0.102798  -0.709048  -1.588415  0.04
H  -1.230068  -1.844571  -0.646778  0.09
H  -1.871741  -0.260265  -1.528576  0.07
H  -1.961191  -0.118805  0.910101  0.09
H  -1.480714  1.260345  -0.068358  0.10
H  2.348441  0.556616  2.091516  -0.04

Cartesian forces (eV/Å) of the 6 atoms listed first:
C 0.33 0.17 -1.51
C 1.21 0.16 -0.21
N 6.72 0.11 0.10
P -4.54 -0.14 2.76
I 0.10 0.08 -0.29
I 0.23 0.16 0.09